213
Properties=species:S:1:pos:R:3:forces:R:3:lowdin_spin:R:1 method="wB97M-V/def2-TZVPD" charge=+2 orbital_gap_ha="0.2552 / 0.0617" multiplicity=2 homo_energy_ev="-11.26 / -11.26"
N -1.04590 -1.56965 2.94326 0.16 -1.31 1.41 0.0000
H -0.59311 -1.39032 3.82809 -0.18 0.21 0.46 0.0000
H -1.17213 -2.56945 2.87564 -0.25 -0.37 -0.10 0.0000
H -0.40337 -1.26203 2.22728 1.52 1.19 -2.43 0.0000
H -1.91823 -1.06760 2.85904 -1.03 0.52 -0.01 0.0000
N 2.82260 -0.79081 2.73643 0.04 1.48 1.65 0.0000
H 3.31391 -1.54756 2.28251 1.37 -1.69 -1.27 0.0000
H 2.44473 -1.18372 3.58668 -0.35 0.23 0.22 0.0000
H 2.13208 -0.40768 2.10675 -1.96 0.20 -1.20 0.0000
H 3.45519 -0.03918 2.97090 0.39 0.15 0.26 0.0000
C 0.04624 1.19418 -0.64716 -0.47 1.98 -0.23 0.0001
C 0.37631 -0.19085 -0.27700 1.74 -1.44 0.48 0.0000
C 1.61284 -0.63269 -1.13650 -1.16 -0.45 -0.03 0.0000
O 0.57590 -0.40780 1.09797 0.03 0.02 0.75 0.0000
H 0.01486 1.34653 -1.72601 -0.17 -0.21 -0.20 0.0000
H 0.76660 1.93967 -0.31039 0.33 -0.17 0.19 0.0000
H -0.91891 1.52514 -0.26368 -0.25 -0.05 0.17 0.0000
H -0.45126 -0.81903 -0.60654 -0.33 -0.34 -0.28 0.0000
H 2.58229 -0.22438 -0.85092 -0.17 0.23 0.23 0.0000
H 1.38765 -0.36546 -2.16896 0.33 0.17 -0.14 0.0000
H 1.66963 -1.72096 -1.15930 0.19 -0.11 0.25 0.0000
C -2.74351 -0.75993 -2.74137 0.22 -0.10 0.39 0.0003
O -2.11614 -1.28629 -3.88143 0.36 0.14 -0.78 0.0009
C -0.67474 -1.40579 -3.79294 -0.28 -0.15 -0.96 0.0000
C -0.15266 -2.39022 -4.90820 -1.11 -0.77 0.60 0.0000
N 1.27442 -2.58137 -5.03845 0.80 2.85 1.15 0.0000
C 1.88173 -1.27472 -5.50019 1.13 -1.57 -1.30 0.0000
C 3.30443 -1.61721 -6.04310 -1.16 1.56 1.35 0.0000
O 3.20822 -2.56610 -7.02638 -0.22 -0.94 0.00 0.0000
C 4.49425 -2.93817 -7.49405 -0.87 -0.84 -0.79 0.0000
H -2.30662 0.12668 -2.28185 0.74 0.15 -0.27 0.0003
H -2.77304 -1.54233 -1.98304 -0.10 -0.04 0.38 0.0005
H -3.75975 -0.43847 -2.96944 0.02 -0.31 -0.50 -0.0004
H -0.47741 -1.78766 -2.79127 0.59 -0.03 0.00 0.0000
H -0.24725 -0.41649 -3.95609 0.13 0.17 0.35 0.0000
H -0.52557 -2.17400 -5.90934 -0.77 0.58 0.13 0.0000
H -0.60202 -3.33306 -4.59637 -0.03 -0.35 -0.25 0.0000
H 1.50557 -3.25222 -5.75722 -0.22 -0.09 -0.14 0.0000
H 1.96127 -0.43951 -4.80434 -0.05 -0.54 0.72 0.0000
H 1.31391 -0.86240 -6.33425 -0.31 -0.02 -0.33 0.0000
H 3.88579 -1.95034 -5.18336 0.29 -0.31 0.13 0.0000
H 3.79090 -0.72271 -6.43207 0.02 0.38 0.00 0.0000
H 4.43249 -3.99306 -7.76144 0.10 -0.10 0.09 0.0000
H 5.25028 -2.82834 -6.71660 0.18 0.34 -0.31 0.0000
H 4.61804 -2.41362 -8.44148 0.87 0.32 0.24 0.0000
C -3.55609 2.60898 -1.59616 0.43 1.23 -0.86 0.0041
O -4.55435 1.98479 -2.37801 -0.83 -1.68 1.25 0.0452
C -5.79347 1.87284 -1.69126 -0.02 0.87 -1.30 0.0325
C -6.44031 0.46195 -1.70546 -0.56 2.15 1.04 0.0892
N -5.79168 -0.46287 -0.84265 -1.58 -2.29 -3.22 0.5750
C -6.45667 -1.79160 -0.79681 0.40 -0.77 -0.24 0.0593
C -6.23374 -2.58809 -2.18097 2.02 -0.19 -0.55 0.0670
O -4.81467 -2.73087 -2.47635 -1.21 1.38 0.78 0.0115
C -4.47866 -3.58674 -3.57439 -0.32 -0.89 0.53 0.0025
H -3.84862 3.65735 -1.53746 0.37 0.21 0.36 0.0020
H -2.64377 2.55359 -2.19006 0.05 0.00 0.20 0.0000
H -3.37291 2.22956 -0.59088 -0.30 -0.47 0.03 0.0019
H -6.46642 2.48862 -2.28797 -0.47 -0.05 0.12 0.0044
H -5.79319 2.32500 -0.69947 0.30 -0.30 0.21 0.0004
H -6.50633 0.17190 -2.75408 0.70 -0.62 -0.27 0.0443
H -7.48896 0.59670 -1.44033 -0.07 -0.17 0.37 0.0038
H -4.88248 -0.61424 -1.25561 1.46 0.07 0.73 0.0159
H -7.53600 -1.75674 -0.64872 0.08 0.56 0.02 0.0008
H -6.03558 -2.39573 0.00681 0.21 0.09 -0.12 0.0060
H -6.69258 -2.10797 -3.04529 -0.32 0.51 0.22 0.0050
H -6.67587 -3.58226 -2.11583 -0.24 -0.04 0.55 0.0046
H -5.00437 -3.40202 -4.51120 -0.44 0.23 0.21 0.0001
H -4.69696 -4.57444 -3.16834 0.03 -0.45 -0.69 0.0006
H -3.42071 -3.52869 -3.83028 -0.01 0.40 0.55 0.0002
C 1.77046 -4.83721 -2.71986 -1.11 0.20 0.20 0.0000
O 0.89111 -5.75719 -2.10197 0.32 -1.26 -0.49 0.0000
C -0.44838 -5.78410 -2.60049 1.18 0.13 1.93 0.0000
C -1.26025 -6.83090 -1.79831 0.99 0.75 -2.03 0.0000
N -0.91549 -8.19731 -2.14786 -0.29 0.01 -0.20 0.0000
C -1.80676 -9.10547 -1.45433 -0.22 -0.35 0.26 0.0000
C -1.29039 -10.52092 -1.39139 1.76 0.48 -0.33 0.0000
O 0.05704 -10.44940 -0.75825 -2.69 -0.55 -0.81 0.0000
C 0.58802 -11.72115 -0.48485 1.44 0.28 0.83 0.0000
H 1.63690 -4.79833 -3.80096 0.28 -0.23 -0.06 0.0000
H 2.79648 -5.06294 -2.42929 -0.10 -0.06 -0.09 0.0000
H 1.46739 -3.85640 -2.35344 0.38 0.54 -0.09 0.0000
H -0.53424 -5.93991 -3.67587 0.24 -0.26 -0.10 0.0000
H -0.80763 -4.78585 -2.35043 -0.76 0.31 -0.20 0.0000
H -2.20505 -6.53341 -2.25322 -0.90 -0.74 0.72 0.0000
H -1.20819 -6.69264 -0.71837 -0.28 0.54 0.11 0.0000
H 0.01463 -8.42917 -1.82974 0.34 0.25 -0.05 0.0000
H -2.78254 -9.11587 -1.93996 -0.13 0.05 -0.04 0.0000
H -1.94330 -8.76508 -0.42789 -0.25 0.05 0.42 0.0000
H -1.15057 -10.89722 -2.40477 0.13 -0.09 -0.17 0.0000
H -1.99836 -11.19998 -0.91623 0.22 0.07 0.58 0.0000
H 0.70804 -12.42015 -1.31256 -0.28 0.29 -0.44 0.0000
H 0.13896 -12.26214 0.34808 -0.63 0.15 0.02 0.0000
H 1.57906 -11.44411 -0.12543 0.29 -0.49 -0.07 0.0000
C 0.71917 6.22440 8.75915 -0.46 1.81 -1.54 0.0000
O 0.96493 5.41879 7.62616 -0.97 -1.68 1.46 0.0000
C 1.76962 5.95216 6.63057 0.51 -0.97 0.44 0.0000
C 2.41812 4.71708 5.91029 -1.12 1.88 -0.43 0.0000
N 1.45736 3.78491 5.23269 0.23 0.35 -0.81 0.0000
C 0.33996 4.40862 4.49781 -0.92 0.55 1.14 0.0000
C 0.89249 5.15803 3.27041 -0.75 1.90 1.48 0.0000
O 1.92626 4.47977 2.62672 -0.97 -2.11 -1.27 0.0000
C 1.40562 3.24705 2.02356 0.60 -0.09 -0.38 0.0000
H -0.23639 6.04523 9.25201 0.45 -1.15 0.28 0.0000
H 0.45772 7.19056 8.32754 0.32 0.81 0.19 0.0000
H 1.59112 6.37985 9.39448 -0.10 -0.42 0.25 0.0000
H 2.53686 6.57911 7.08485 0.51 -0.05 -0.10 0.0000
H 1.15124 6.64255 6.05692 0.10 -0.09 -0.80 0.0000
H 3.04683 4.17723 6.61839 -0.32 -0.05 0.04 0.0000
H 3.06722 5.16249 5.15638 0.35 -0.06 -0.13 0.0000
H 1.88766 3.72338 4.32101 1.88 -1.74 0.45 0.0000
H -0.19565 5.06326 5.18532 -0.16 0.39 -0.33 0.0000
H -0.38280 3.62754 4.26193 0.07 -0.21 -0.26 0.0000
H 1.29635 6.07761 3.69391 0.76 -0.04 0.00 0.0000
H 0.14932 5.62497 2.62408 -0.40 -0.82 -0.55 0.0000
H 1.05788 2.46103 2.69391 0.11 0.32 0.87 0.0000
H 2.17616 2.74997 1.43425 0.38 0.50 0.03 0.0000
H 0.56910 3.34703 1.33193 -0.07 0.91 -0.02 0.0000
C 0.23866 2.54666 -5.53393 -0.01 0.59 -0.86 0.0000
O 0.93707 3.56064 -4.85213 0.13 -0.01 0.72 0.0000
C 0.57350 4.90141 -5.12252 0.22 0.74 1.01 0.0000
C 1.21715 5.83852 -4.04548 0.88 -0.96 0.19 0.0000
N 1.00803 5.48960 -2.62683 -1.15 0.88 -0.97 0.0000
C -0.42948 5.49956 -2.27530 1.24 -0.32 -0.54 0.0000
C -0.62755 5.43140 -0.79406 -1.41 -1.47 0.62 0.0000
O -2.07115 5.44275 -0.51248 1.52 0.43 0.20 0.0003
C -2.33699 5.02743 0.81984 -0.28 0.68 -0.77 0.0000
H 0.41591 2.63035 -6.60616 0.28 -0.17 -0.26 0.0000
H -0.84595 2.62904 -5.46366 -0.24 0.01 0.56 0.0000
H 0.58768 1.57030 -5.19776 -0.01 0.15 0.16 0.0000
H -0.50667 5.03856 -5.07230 -0.28 -0.20 -0.26 0.0000
H 0.95563 5.23590 -6.08699 -0.14 -0.10 -0.27 0.0000
H 1.00152 6.88935 -4.23874 -0.41 -0.06 -0.03 0.0000
H 2.29990 5.75515 -4.13943 0.17 0.04 -0.37 0.0000
H 1.46003 4.59341 -2.51436 -0.31 -0.39 0.46 0.0000
H -0.85650 4.58331 -2.68305 -0.70 0.09 -0.21 0.0000
H -0.87220 6.37891 -2.74310 -0.16 0.00 0.15 0.0000
H -0.02511 6.06740 -0.14547 -0.30 0.73 -0.23 0.0000
H -0.33007 4.41953 -0.51884 0.43 -0.33 0.19 0.0000
H -1.79702 5.60834 1.56756 0.12 0.16 -0.02 0.0000
H -2.07853 3.97778 0.95961 -0.08 -0.32 0.06 0.0000
H -3.40167 5.22791 0.93962 -0.02 -0.35 0.31 0.0000
C 7.46302 -2.87618 4.52576 0.27 0.24 -0.11 0.0000
O 6.56193 -3.27370 3.49504 -1.15 0.18 1.22 0.0000
C 5.19416 -3.37081 4.01991 1.10 -0.43 -2.97 0.0000
C 4.32581 -3.83913 2.77774 0.62 0.45 2.23 0.0000
N 4.12815 -2.88375 1.68411 -0.54 -1.23 0.17 0.0000
C 3.39015 -3.60930 0.60370 -1.87 1.43 -0.41 0.0000
C 1.79210 -3.83666 0.89053 2.06 -1.52 0.74 0.0000
O 1.50791 -5.05285 1.61156 0.27 -0.37 -0.50 0.0000
C 1.54458 -6.29816 0.84676 0.04 0.74 0.55 0.0000
H 8.48208 -2.81754 4.14345 -0.15 -0.34 -0.27 0.0000
H 7.44356 -3.55902 5.37514 -0.05 -0.16 0.00 0.0000
H 7.25424 -1.86948 4.88780 -0.35 0.15 0.08 0.0000
H 4.87618 -2.40931 4.42304 -0.06 0.24 0.04 0.0000
H 5.11199 -4.13017 4.79755 0.14 -0.07 0.05 0.0000
H 3.37673 -4.05237 3.26955 -0.37 -0.37 -0.57 0.0000
H 4.76999 -4.74259 2.35991 -0.06 -0.26 0.39 0.0000
H 5.05113 -2.64848 1.34815 0.23 0.10 -0.28 0.0000
H 3.89136 -4.50354 0.23328 -0.07 -0.32 0.48 0.0000
H 3.40773 -2.92025 -0.24069 -0.05 0.03 -0.18 0.0000
H 1.24754 -3.83470 -0.05370 0.05 0.21 -0.08 0.0000
H 1.42137 -3.08659 1.58914 0.12 0.46 -0.45 0.0000
H 0.60164 -6.43777 0.31810 0.25 0.10 -0.11 0.0000
H 1.68106 -7.12598 1.54259 -0.06 0.25 0.22 0.0000
H 2.39053 -6.32385 0.15989 -0.13 0.14 -0.18 0.0000
C -5.38128 -3.98845 7.45360 -0.77 -0.25 0.15 0.0000
O -5.21241 -3.53709 6.11454 0.61 0.94 -0.01 0.0000
C -4.49425 -2.30470 6.03198 0.71 0.28 0.18 0.0000
C -4.16025 -1.90490 4.59877 -0.40 -1.17 0.51 0.0001
N -5.36618 -1.38691 3.96189 0.51 0.64 -1.07 0.0005
C -5.23716 -1.09392 2.50839 0.59 1.64 1.39 0.0005
C -4.47853 0.30608 2.27934 -1.16 -1.33 0.64 0.0079
O -3.16875 0.19889 2.74364 2.00 -0.05 -0.26 0.0052
C -2.31612 1.35268 2.53138 -0.40 -0.20 -0.65 0.0002
H -5.90607 -4.94219 7.39812 -0.08 0.13 -0.10 0.0000
H -5.98627 -3.29275 8.03507 -0.17 0.14 -0.06 0.0000
H -4.48993 -4.17723 8.05190 0.61 0.22 -0.50 0.0000
H -3.56372 -2.37606 6.59512 0.29 -0.33 0.07 0.0000
H -4.97006 -1.41885 6.45267 -0.81 -0.25 0.38 0.0000
H -3.81372 -2.82914 4.13639 0.17 -0.37 -0.54 0.0001
H -3.30340 -1.23118 4.59713 -0.51 0.40 0.11 0.0000
H -6.07607 -2.09434 4.08722 -0.25 -0.01 0.05 0.0000
H -6.24545 -0.96821 2.11387 -0.02 -0.04 -0.07 0.0003
H -4.74389 -1.93205 2.01613 0.34 0.04 -0.51 -0.0001
H -4.95824 1.09411 2.85985 -0.48 -0.07 0.06 0.0011
H -4.51113 0.61736 1.23524 0.11 -0.13 -0.43 0.0054
H -2.64308 2.16615 3.17904 0.24 0.06 -0.10 0.0001
H -2.26618 1.62852 1.47804 -0.97 0.32 -0.25 0.0001
H -1.25320 1.11744 2.58583 -0.01 -0.49 1.07 0.0000
C 2.94493 2.36787 -2.64959 -0.67 0.66 0.32 0.0000
O 2.90221 3.39440 -1.64853 -0.10 -0.96 -0.08 0.0000
C 4.12992 4.10860 -1.44472 -1.17 0.24 -0.76 0.0000
C 3.82810 5.20080 -0.43435 1.99 -0.44 0.49 0.0000
N 3.28678 6.39086 -1.02562 -0.58 -0.53 0.61 0.0000
C 2.93877 7.39704 -0.01369 0.38 -0.22 -1.32 0.0000
C 2.59110 8.67373 -0.73977 -0.84 0.39 0.42 0.0000
O 2.70813 9.69466 0.22956 -0.86 -0.14 0.04 0.0000
C 3.25444 10.87800 -0.24572 0.77 0.60 0.51 0.0000
H 1.89387 2.16345 -2.85349 0.04 -0.21 -0.07 0.0000
H 3.42142 1.44530 -2.31802 0.29 0.08 0.16 0.0000
H 3.36901 2.71692 -3.59110 0.28 0.11 0.03 0.0000
H 4.31529 4.56522 -2.41694 0.74 0.18 -0.03 0.0000
H 4.91856 3.40573 -1.17615 0.16 0.12 0.23 0.0000
H 4.77217 5.50941 0.01463 0.31 -0.19 0.19 0.0000
H 3.26853 4.74060 0.38002 -0.50 0.05 0.19 0.0000
H 2.43043 6.04765 -1.43670 -0.49 0.68 -0.61 0.0000
H 3.77143 7.55452 0.67187 0.12 0.06 -0.14 0.0000
H 2.06154 7.15761 0.58736 -0.08 -0.42 0.32 0.0000
H 1.55243 8.61908 -1.06580 -0.54 -0.07 0.12 0.0000
H 3.06339 8.87978 -1.70029 1.08 -0.11 0.36 0.0000
H 3.09929 11.67117 0.48567 -0.28 -0.07 0.07 0.0000
H 2.83990 11.21602 -1.19546 0.09 -0.12 -0.18 0.0000
H 4.33333 10.72347 -0.26063 0.29 0.35 -0.69 0.0000